[1]
ORCA calculation (the ωB97M-V functional and the def2-TZVPD basis) on C36H59NO2PTi as an isolated structure.

- Energy above the lowest of the compared OMol25 structures with the same formula, charge and spin: 85.4 kJ/mol
- Net charge: +3
- E: -2802.43685 Eh

Atoms and positions in Å:
Ti -0.013 0.472 1.030
C 1.191 0.461 3.104
C 1.987 -0.274 2.201
C 2.368 0.606 1.136
C 1.804 1.886 1.388
C 1.052 1.798 2.587
C 0.420 2.938 3.317
C 2.057 3.135 0.609
C 3.382 0.271 0.098
C 2.537 -1.653 2.371
C 0.707 0.017 4.447
H -0.408 2.620 3.950
H 0.072 3.716 2.642
H 1.167 3.391 3.975
H 2.931 3.648 1.019
H 1.218 3.824 0.687
H 2.265 2.937 -0.441
H 3.322 -0.769 -0.219
H 4.375 0.413 0.536
H 3.329 0.922 -0.773
H 2.360 -2.284 1.498
H 2.147 -2.149 3.257
H 3.621 -1.588 2.493
H 1.431 0.334 5.201
H 0.621 -1.066 4.530
H -0.244 0.472 4.724
O -1.946 -0.563 0.994
C -1.659 -1.150 2.276
C -0.858 -2.453 2.211
C -0.671 -3.071 0.823
C 0.120 -2.415 -0.296
C 0.451 -3.243 -1.365
C 1.015 -2.728 -2.516
C 1.242 -1.358 -2.594
C 0.944 -0.596 -1.496
N 0.417 -1.099 -0.353
H -2.482 -1.127 0.417
H -2.557 -1.206 2.891
H -1.072 -0.348 2.775
H -1.382 -3.202 2.804
H 0.106 -2.318 2.697
H -1.653 -3.310 0.398
H -0.217 -4.049 0.987
H 0.235 -4.300 -1.292
H 1.262 -3.379 -3.345
H 1.654 -0.896 -3.480
H 1.122 0.473 -1.508
O -0.866 1.751 0.039
P -1.815 2.847 -0.647
C -3.089 1.838 -1.490
C -2.640 0.507 -2.137
C -2.323 0.545 -3.632
C -3.386 1.300 -4.425
C -3.587 2.699 -3.852
C -4.057 2.623 -2.401
C -0.772 3.978 -1.596
C 0.140 3.241 -2.590
C 1.083 4.209 -3.348
C 0.681 5.672 -3.170
C -0.823 5.793 -3.384
C -1.585 5.154 -2.210
C -2.709 3.717 0.664
C -3.110 2.758 1.799
C -4.173 3.421 2.692
C -3.971 4.941 2.788
C -2.492 5.288 2.659
C -1.998 4.969 1.238
H -3.658 1.563 -0.593
H -3.486 -0.177 -2.002
H -1.795 0.080 -1.592
H -2.245 -0.484 -3.989
H -1.345 1.001 -3.810
H -4.333 0.754 -4.390
H -3.094 1.355 -5.473
H -4.324 3.250 -4.436
H -2.648 3.257 -3.928
H -5.008 2.085 -2.378
H -4.273 3.612 -1.994
H -0.132 4.411 -0.822
H -0.463 2.672 -3.296
H 0.733 2.513 -2.031
H 1.029 3.977 -4.413
H 2.121 4.049 -3.052
H 1.229 6.290 -3.880
H 0.948 6.041 -2.174
H -1.089 5.297 -4.322
H -1.135 6.831 -3.481
H -2.575 4.850 -2.536
H -1.727 5.906 -1.434
H -3.629 4.035 0.158
H -2.212 2.537 2.386
H -3.483 1.804 1.420
H -4.125 2.972 3.686
H -5.168 3.202 2.300
H -4.377 5.314 3.727
H -4.527 5.450 1.996
H -1.924 4.724 3.404
H -2.314 6.341 2.870
H -0.909 4.850 1.235
H -2.213 5.821 0.594

Force components x, y, z for each atom (eV/Å):
Ti -0.2 -0.3 -0.2
C -0.1 0.0 -0.1
C 0.0 0.0 -0.1
C -0.1 0.0 -0.1
C 0.0 0.1 -0.1
C -0.1 0.0 0.0
C 0.0 0.0 0.0
C 0.1 0.0 0.0
C 0.0 0.0 0.0
C 0.0 0.0 0.0
C 0.0 0.0 0.1
H 0.0 0.0 0.0
H 0.0 0.0 0.0
H 0.0 0.0 0.0
H 0.0 0.0 0.0
H 0.0 0.0 0.0
H 0.0 0.0 0.0
H 0.0 0.0 0.0
H 0.0 0.0 0.0
H 0.0 0.0 0.0
H 0.0 0.0 0.0
H 0.0 0.0 0.0
H 0.0 0.0 0.0
H 0.0 0.0 0.0
H 0.0 0.0 0.0
H 0.0 0.0 0.0
O 0.1 0.1 0.1
C 0.0 0.1 0.1
C 0.0 0.0 -0.1
C 0.0 0.0 0.1
C 0.0 0.0 0.0
C 0.0 0.0 -0.1
C 0.0 0.0 0.0
C 0.0 -0.1 0.0
C 0.0 0.0 0.1
N 0.0 0.1 0.0
H 0.1 0.0 0.0
H -0.1 -0.1 -0.1
H 0.0 -0.1 0.2
H 0.0 0.0 0.0
H 0.0 0.0 0.0
H 0.0 0.0 0.0
H 0.0 0.0 0.0
H 0.0 0.0 0.0
H 0.0 0.0 0.0
H 0.0 0.0 0.0
H 0.0 0.0 0.0
O 0.6 0.2 0.3
P -0.3 0.0 -0.3
C 0.1 0.0 0.0
C -0.1 0.0 0.0
C 0.0 0.0 0.0
C 0.0 0.0 0.0
C 0.0 0.0 0.0
C 0.0 0.0 -0.1
C -0.1 -0.1 0.0
C 0.0 0.0 0.0
C 0.0 0.0 0.0
C 0.0 0.0 0.0
C 0.0 0.0 0.0
C 0.1 0.0 0.0
C 0.1 0.0 0.0
C -0.1 0.0 0.0
C 0.0 0.0 0.0
C 0.0 0.0 0.0
C 0.0 0.0 0.0
C 0.0 0.0 0.0
H 0.0 0.0 0.0
H 0.0 0.0 0.0
H 0.0 0.0 0.0
H 0.0 0.0 0.0
H 0.0 0.0 0.0
H 0.0 0.0 0.0
H 0.0 0.0 0.0
H 0.0 0.0 0.0
H 0.0 0.0 0.0
H 0.0 0.0 0.0
H 0.0 0.0 0.0
H 0.0 0.0 0.0
H -0.1 0.1 0.0
H 0.0 -0.1 -0.1
H 0.0 0.0 0.0
H 0.0 0.0 0.1
H 0.0 0.0 0.0
H 0.0 0.0 0.0
H 0.0 0.0 0.0
H 0.0 0.0 0.0
H -0.1 0.0 0.0
H 0.0 0.0 0.0
H 0.0 0.0 0.0
H 0.0 0.0 0.0
H 0.0 0.0 0.0
H 0.0 0.0 0.0
H 0.0 0.0 0.0
H 0.0 0.0 0.0
H 0.0 0.0 0.0
H 0.0 0.0 0.0
H 0.0 0.0 0.0
H 0.0 0.0 0.0
H 0.0 0.0 0.0

[2]
ORCA calculation (the ωB97M-V functional and the def2-TZVPD basis) on C36H33BaCl2N7O5SSeSi as an isolated structure.

- Energy above the lowest of the compared OMol25 structures with the same formula, charge and spin: 158.3 kJ/mol
- Net charge: -2
- E: -6186.34904 Eh

Atoms and positions in Å:
Ba 0.506 -1.242 0.749
Cl 3.638 -5.154 -4.603
C 3.431 -4.325 -3.086
C 2.177 -3.882 -2.721
C 1.947 -3.188 -1.525
N 0.700 -2.686 -1.205
C -0.416 -3.193 -1.735
O -0.612 -4.290 -2.274
C -1.598 -2.259 -1.628
C -2.588 -2.330 -2.604
C -3.690 -1.506 -2.501
C -3.777 -0.636 -1.420
C -2.737 -0.619 -0.510
N -1.671 -1.411 -0.605
C 3.061 -2.894 -0.685
C 4.315 -3.394 -1.069
C 4.503 -4.098 -2.243
Cl 6.102 -4.676 -2.635
N 2.841 -2.116 0.460
C 3.846 -1.749 1.253
O 5.061 -2.018 1.201
C 3.462 -0.876 2.439
C 4.517 -0.302 3.159
C 4.249 0.357 4.343
C 2.930 0.435 4.780
C 1.945 -0.107 3.975
N 2.196 -0.739 2.828
H 1.340 -4.065 -3.375
H -2.470 -3.037 -3.412
H -4.476 -1.537 -3.246
H -4.633 0.013 -1.289
H -2.740 0.056 0.337
H 5.161 -3.209 -0.433
H 5.516 -0.429 2.771
H 5.049 0.792 4.929
H 2.671 0.906 5.719
H 0.898 -0.042 4.254
Se 2.931 2.991 2.264
N 1.393 2.169 2.049
C 0.571 2.626 2.978
C -0.765 2.178 3.152
C -1.505 2.719 4.158
C -0.968 3.712 5.025
C 0.312 4.166 4.895
C 1.125 3.628 3.865
N 2.387 3.973 3.640
H -1.154 1.417 2.486
H -2.524 2.387 4.305
H -1.589 4.110 5.818
H 0.719 4.919 5.557
C -2.035 -3.849 3.036
Si -1.682 -1.947 3.088
C -3.498 -1.250 3.016
C -1.323 -1.669 4.981
H -2.812 -4.169 3.744
H -1.126 -4.415 3.259
H -2.360 -4.136 2.031
H -4.102 -1.561 3.879
H -4.006 -1.599 2.111
H -3.501 -0.154 2.990
H -2.081 -2.133 5.627
H -1.305 -0.597 5.215
H -0.349 -2.084 5.260
C -1.238 4.056 -0.475
C -0.455 2.757 -0.487
N 0.784 2.850 -0.999
O -0.935 1.729 -0.024
H -0.993 4.683 -1.333
H -1.004 4.601 0.442
H -2.301 3.826 -0.482
H 1.058 3.661 -1.520
H 1.238 1.985 -1.246
O -1.926 2.748 -8.882
C -2.520 2.651 -7.650
O -3.686 2.959 -7.568
C -1.680 2.173 -6.555
C -0.276 2.097 -6.617
C 0.458 1.600 -5.568
C -0.159 1.104 -4.390
S 0.764 0.388 -3.151
C -1.569 1.238 -4.316
C -2.293 1.755 -5.363
H -1.041 2.375 -8.829
H 0.268 2.475 -7.480
H 1.538 1.559 -5.623
H -2.067 0.908 -3.413
H -3.372 1.839 -5.296

Force components x, y, z for each atom (eV/Å):
Ba -0.7 2.5 1.3
Cl 0.0 -0.1 -0.1
C 0.1 0.0 0.1
C -0.2 0.1 0.1
C 0.5 -0.3 -0.3
N 0.0 -0.6 -0.9
C 0.1 -0.3 0.0
O 0.0 0.2 -0.2
C -0.4 -0.1 -0.2
C -0.1 -0.1 0.0
C 0.1 0.0 0.1
C 0.0 0.0 -0.1
C -0.1 0.1 0.2
N -1.0 -0.2 -0.9
C 0.4 -0.4 -0.4
C -0.1 0.1 0.1
C -0.1 0.0 -0.1
Cl 0.1 0.0 0.0
N 1.1 -0.3 0.0
C 0.2 -0.3 -0.3
O -0.1 0.1 -0.1
C 0.3 0.1 0.4
C -0.1 0.0 0.1
C -0.1 -0.1 0.0
C 0.1 0.0 0.0
C -0.2 0.0 0.1
N 0.5 -0.2 0.4
H 0.0 -0.1 0.0
H 0.0 0.0 0.0
H 0.0 0.0 0.0
H 0.0 0.0 0.0
H -0.1 0.0 0.0
H 0.0 0.0 0.0
H 0.0 0.0 0.0
H 0.0 0.0 0.0
H 0.0 0.0 0.0
H 0.0 0.0 0.0
Se -0.1 0.2 0.1
N -0.1 -0.1 -0.1
C 0.4 0.2 0.0
C -0.5 -0.1 0.2
C 0.0 -0.4 -0.4
C 0.5 0.3 0.2
C -0.5 0.1 0.3
C 0.3 -0.1 -0.3
N -0.1 -0.1 -0.1
H 0.0 0.0 0.0
H 0.0 0.0 0.0
H 0.0 0.0 0.0
H 0.0 0.0 0.0
C -0.1 0.1 0.1
Si -0.3 0.0 0.5
C 0.1 -0.1 0.0
C -0.1 -0.1 -0.1
H 0.0 0.0 0.0
H 0.0 0.0 0.0
H 0.0 0.0 0.0
H 0.0 0.0 0.0
H 0.0 0.0 0.0
H 0.0 0.0 0.0
H 0.0 0.0 0.0
H 0.0 0.0 0.0
H 0.0 0.0 0.0
C 0.0 -0.1 0.0
C -0.5 0.1 0.0
N 0.2 0.0 0.3
O 0.4 0.1 0.0
H 0.0 0.0 0.0
H 0.0 0.0 0.0
H 0.0 0.0 0.0
H -0.1 0.0 -0.1
H 0.1 -0.3 -0.3
O 0.0 0.1 0.0
C -0.1 0.1 -0.1
O 0.0 0.0 0.0
C 0.2 -0.1 0.2
C -0.2 0.1 0.0
C -0.1 0.0 0.0
C 0.0 0.2 0.0
S 0.2 -0.3 0.2
C 0.1 0.0 -0.1
C -0.1 0.1 -0.1
H 0.1 -0.1 0.0
H 0.0 0.0 0.0
H 0.0 0.0 0.0
H 0.0 0.0 0.0
H 0.0 0.0 0.0

[3]
ORCA calculation (the ωB97M-V functional and the def2-TZVPD basis) on C52H58ClInN8O16P as an isolated structure.

- Net charge: -1
- E: -4649.24204 Eh

Atoms and positions in Å:
C -5.853 -7.254 -3.764
C -4.752 -6.194 -3.433
C -3.361 -6.911 -3.337
C -2.453 -6.662 -4.581
In -2.307 -6.526 -1.373
C -0.378 -7.667 -1.361
C -0.542 -9.209 -1.283
C -0.819 -9.877 -2.647
N -1.665 -11.062 -2.423
C -1.887 -4.309 -1.070
C -0.939 -3.735 -2.080
O -0.637 -4.235 -3.060
Cl -0.269 -2.049 -1.659
P -3.950 -7.148 0.472
C -3.563 -8.800 1.249
O -3.616 -6.020 1.743
H -5.790 -7.561 -4.818
H -5.782 -8.113 -3.079
H -6.837 -6.788 -3.566
H -5.042 -5.739 -2.470
H -4.734 -5.455 -4.253
H -3.574 -7.999 -3.323
H -2.612 -5.624 -4.919
H -2.670 -7.377 -5.400
H -1.392 -6.818 -4.325
H 0.178 -7.385 -2.279
H 0.244 -7.324 -0.514
H -1.407 -9.444 -0.634
H 0.345 -9.671 -0.818
H -1.249 -9.173 -3.389
H 0.116 -10.250 -3.104
H -2.521 -10.826 -1.935
H -1.858 -11.549 -3.291
H -2.867 -3.799 -1.082
H -1.507 -4.204 -0.039
H -3.508 -9.583 0.482
H -2.642 -8.703 1.846
H -4.396 -9.050 1.929
H -4.022 -5.181 1.489
C -0.423 -6.164 4.369
C 0.301 -6.338 5.543
C -0.358 -6.611 6.731
C -1.740 -6.711 6.729
C -2.474 -6.532 5.566
C -1.809 -6.256 4.380
N -2.438 -7.025 7.983
O -1.765 -7.157 8.990
O -3.649 -7.139 7.945
H 0.095 -5.956 3.441
H 1.381 -6.263 5.530
H 0.210 -6.746 7.640
H -3.552 -6.607 5.569
H -2.371 -6.117 3.463
C -1.005 0.014 -3.998
C 0.304 0.460 -4.113
C 0.581 1.633 -4.799
C -0.463 2.351 -5.361
C -1.774 1.912 -5.260
C -2.043 0.737 -4.575
N -0.177 3.605 -6.065
O 0.988 3.957 -6.154
O -1.117 4.230 -6.520
H -1.213 -0.901 -3.454
H 1.110 -0.106 -3.665
H 1.603 1.975 -4.884
H -2.586 2.472 -5.703
H -3.062 0.386 -4.487
C 0.621 2.294 -1.255
C 1.586 1.360 -0.895
C 2.572 1.699 0.018
C 2.578 2.972 0.566
C 1.626 3.914 0.211
C 0.645 3.570 -0.704
N 3.605 3.325 1.552
O 4.440 2.486 1.831
O 3.565 4.443 2.041
H -0.152 2.028 -1.964
H 1.568 0.367 -1.325
H 3.320 0.969 0.294
H 1.637 4.907 0.638
H -0.106 4.296 -0.988
C 5.818 4.530 4.488
C 6.842 4.629 5.422
C 6.633 5.305 6.614
C 5.393 5.872 6.859
C 4.365 5.786 5.931
C 4.583 5.111 4.740
N 5.160 6.568 8.128
O 6.085 6.646 8.913
O 4.047 7.031 8.326
H 5.981 3.996 3.559
H 7.804 4.176 5.221
H 7.433 5.379 7.336
H 3.400 6.234 6.124
H 3.792 5.032 4.008
C 2.998 6.299 -6.057
C 1.790 6.888 -6.404
C 1.761 8.201 -6.850
C 2.949 8.908 -6.948
C 4.159 8.334 -6.598
C 4.180 7.022 -6.150
N 2.925 10.291 -7.444
O 1.843 10.774 -7.725
O 3.989 10.874 -7.549
H 3.018 5.273 -5.714
H 0.872 6.323 -6.329
H 0.818 8.654 -7.119
H 5.083 8.891 -6.671
H 5.121 6.562 -5.876
C 5.541 10.506 7.789
C 4.735 9.637 7.065
C 4.669 9.743 5.683
C 5.416 10.718 5.043
C 6.217 11.594 5.755
C 6.278 11.486 7.136
N 5.367 10.817 3.577
O 4.638 10.045 2.982
O 6.060 11.664 3.044
H 5.596 10.417 8.867
H 4.160 8.873 7.578
H 4.040 9.064 5.123
H 6.795 12.357 5.252
H 6.903 12.163 7.704
C -8.089 -1.062 -2.198
C -6.959 -1.722 -2.660
C -5.991 -2.150 -1.766
C -6.170 -1.913 -0.413
C -7.290 -1.250 0.061
C -8.253 -0.822 -0.840
N -5.158 -2.388 0.538
O -4.178 -2.950 0.077
O -5.355 -2.199 1.722
H -8.847 -0.733 -2.899
H -6.834 -1.908 -3.719
H -5.113 -2.665 -2.131
H -7.423 -1.064 1.117
H -9.133 -0.305 -0.482

Force components x, y, z for each atom (eV/Å):
C -0.2 1.1 0.4
C 0.1 -1.6 -0.2
C 0.0 0.1 0.0
C -0.3 -0.3 0.6
In 0.6 -0.3 -0.6
C 0.2 0.0 -0.1
C -0.1 0.5 -0.2
C 0.1 -0.3 0.1
N 0.4 -0.1 -0.1
C 0.0 0.0 0.6
C -2.6 -0.4 3.8
O 1.7 -0.8 -3.8
Cl 0.5 0.2 0.4
P -0.9 0.2 -0.4
C -0.1 0.9 0.7
O 0.2 -0.5 -0.1
H 0.0 -0.1 0.4
H 0.1 0.2 -0.3
H 0.1 -0.3 -0.4
H 0.2 0.2 -0.4
H 0.0 0.1 0.5
H 0.1 0.4 0.1
H 0.4 -0.4 -0.1
H -0.1 0.5 0.1
H -0.3 0.3 -0.2
H -0.1 -0.2 0.4
H -0.2 -0.1 -0.3
H 0.4 0.0 -0.1
H -0.3 0.0 -0.2
H 0.0 0.0 0.5
H -0.2 0.3 0.2
H 0.0 0.0 -0.3
H -0.2 0.1 0.2
H 0.9 -0.1 -0.4
H -0.1 0.3 -0.4
H 0.2 0.3 0.1
H -0.1 -0.5 -0.3
H 0.4 0.0 -0.2
H 0.0 -0.2 0.1
C 0.0 0.0 0.1
C -0.1 0.0 -0.1
C 0.2 0.0 0.2
C 0.1 0.1 -0.3
C -0.2 0.0 0.0
C 0.1 0.0 -0.1
N -0.1 0.0 0.1
O -0.1 0.0 -0.1
O 0.2 0.0 0.0
H 0.0 0.0 0.0
H 0.0 0.0 0.0
H -0.2 0.0 0.1
H 0.0 0.0 0.1
H 0.0 0.0 0.1
C -0.2 -0.1 -0.1
C -0.1 0.0 -0.1
C 0.3 0.0 0.0
C 0.0 -0.3 0.2
C -0.3 0.1 0.0
C 0.2 0.1 0.0
N 0.0 0.0 -0.1
O -0.2 -0.2 0.0
O 0.2 0.0 0.1
H 0.0 0.3 -0.2
H 0.0 0.0 0.0
H -0.1 0.1 -0.1
H 0.1 0.1 0.0
H 0.0 0.0 0.0
C 0.0 0.0 0.1
C -0.1 0.2 0.0
C 0.1 -0.2 0.0
C -0.3 -0.1 -0.2
C -0.1 0.3 0.1
C 0.1 -0.2 0.0
N 0.1 0.0 0.0
O -0.1 0.2 0.0
O 0.0 -0.3 -0.4
H 0.0 0.0 0.0
H 0.0 0.0 0.1
H 0.0 0.1 0.1
H 0.1 -0.1 0.1
H 0.0 0.0 0.0
C 0.1 0.0 0.0
C -0.2 0.0 0.0
C 0.3 -0.1 0.1
C 0.0 -0.2 -0.3
C -0.2 0.0 0.0
C 0.0 0.1 0.2
N 0.0 -0.1 0.1
O -0.2 0.1 -0.1
O 0.2 -0.4 0.1
H -0.1 0.0 0.0
H 0.0 0.0 0.0
H -0.1 0.1 0.1
H 0.1 0.0 0.1
H 0.1 0.1 0.2
C 0.1 0.0 0.0
C 0.1 0.1 0.0
C -0.2 0.0 0.0
C 0.0 -0.4 0.1
C 0.3 0.0 0.0
C -0.2 0.0 0.0
N 0.0 0.2 -0.1
O 0.2 -0.1 0.0
O -0.2 -0.1 0.0
H 0.0 0.0 0.0
H 0.0 0.0 0.0
H 0.1 0.1 0.0
H -0.1 0.1 -0.1
H 0.0 0.0 0.0
C 0.0 0.0 0.0
C 0.0 0.1 0.0
C -0.1 -0.2 0.0
C 0.0 -0.1 0.4
C 0.2 0.2 0.0
C -0.1 -0.1 0.0
N 0.0 0.0 -0.2
O 0.1 0.1 0.1
O -0.1 -0.1 0.1
H 0.0 0.0 0.0
H 0.1 0.3 -0.2
H 0.1 0.1 -0.1
H -0.1 -0.1 -0.1
H 0.0 0.0 -0.1
C 0.0 0.0 0.0
C -0.1 0.1 0.1
C 0.2 -0.1 -0.2
C -0.3 0.1 -0.3
C -0.1 0.1 0.2
C 0.1 -0.1 -0.1
N 0.1 0.0 0.1
O -0.6 0.3 0.5
O 0.0 0.0 -0.2
H 0.0 0.0 0.0
H 0.0 0.0 0.0
H 0.0 0.0 0.2
H 0.2 -0.1 0.0
H 0.0 0.0 0.0

Strongest force on any atom (hartree/bohr)
0.0132, 0.0564, 0.0895